153
Properties=species:S:1:pos:R:3 method="wB97M-V/def2-TZVPD" fmax_ha_per_bohr=0.0856 multiplicity=1 orbital_gap_ev=8.99 homo_energy_ev=-9.11
C -0.055 4.453 3.277
C 1.453 4.123 3.456
O 2.175 4.351 2.284
H -0.439 3.995 2.365
H -0.220 5.521 3.131
H -0.665 4.185 4.140
H 1.438 3.064 3.712
H 1.868 4.573 4.357
H 3.090 4.399 2.571
C -2.099 0.296 5.760
C -1.375 0.492 4.467
O -2.296 0.431 3.350
H -3.105 0.715 5.788
H -1.468 0.683 6.559
H -2.289 -0.771 5.875
H -0.570 -0.201 4.222
H -0.939 1.491 4.507
H -1.793 -0.019 2.667
C -3.988 -0.012 -1.717
C -3.898 -0.217 -0.218
O -4.820 -1.255 0.252
H -3.050 0.461 -2.009
H -4.856 0.593 -1.978
H -4.139 -1.031 -2.075
H -3.851 0.733 0.314
H -2.961 -0.749 -0.051
H -4.300 -2.015 0.523
C -1.849 -7.819 3.312
C -0.448 -7.254 3.143
O -0.010 -8.037 2.048
H -2.350 -7.448 4.206
H -1.957 -8.874 3.563
H -2.460 -7.533 2.456
H 0.175 -7.438 4.018
H -0.365 -6.234 2.767
H 0.748 -7.490 1.829
C 4.337 2.343 -3.084
C 3.419 3.245 -2.209
O 2.136 2.710 -2.203
H 3.828 2.167 -4.032
H 4.417 1.388 -2.566
H 5.246 2.937 -3.173
H 3.332 4.230 -2.667
H 3.752 3.265 -1.171
H 1.555 3.193 -2.795
C -1.380 5.620 0.260
C 0.127 5.533 -0.101
O 0.928 6.393 0.763
H -1.535 6.047 1.250
H -2.094 4.820 0.062
H -1.739 6.502 -0.270
H 0.373 5.701 -1.149
H 0.396 4.503 0.132
H 1.338 5.829 1.423
C 0.493 3.319 -6.724
C 1.098 3.155 -5.348
O 0.315 3.904 -4.431
H 0.010 4.287 -6.859
H -0.253 2.553 -6.933
H 1.189 3.282 -7.563
H 2.120 3.531 -5.393
H 1.108 2.135 -4.966
H 0.542 4.836 -4.376
C -0.285 -5.221 -0.481
C 0.070 -3.697 -0.467
O -0.182 -3.124 0.836
H 0.132 -5.798 0.344
H 0.103 -5.742 -1.356
H -1.320 -5.474 -0.253
H -0.506 -3.288 -1.297
H 1.062 -3.435 -0.837
H 0.524 -3.317 1.456
C 4.281 -1.255 -4.137
C 2.920 -1.784 -4.761
O 3.245 -2.441 -5.989
H 4.690 -2.011 -3.466
H 4.097 -0.323 -3.603
H 5.149 -1.153 -4.790
H 2.386 -0.876 -5.040
H 2.490 -2.408 -3.977
H 3.843 -1.888 -6.498
C -4.644 3.391 -3.238
C -3.266 4.122 -3.164
O -2.368 3.573 -4.066
H -4.428 2.405 -3.649
H -5.106 3.850 -4.113
H -5.326 3.413 -2.388
H -2.945 3.967 -2.134
H -3.419 5.198 -3.081
H -1.494 3.931 -3.895
C 4.205 0.294 2.713
C 3.998 0.735 1.246
O 4.640 -0.129 0.400
H 3.885 0.985 3.493
H 5.174 -0.202 2.765
H 3.507 -0.543 2.737
H 4.334 1.770 1.187
H 2.918 0.849 1.153
H 5.248 0.444 -0.072
C -0.547 1.458 0.073
C 0.080 0.105 0.462
O -0.855 -0.551 1.314
H -1.202 1.455 -0.799
H 0.208 2.143 -0.314
H -1.002 1.886 0.966
H 1.019 0.107 1.016
H 0.332 -0.546 -0.375
H -0.705 -1.498 1.352
C -4.359 -4.444 2.782
C -3.004 -3.996 2.269
O -3.002 -4.063 0.798
H -4.611 -5.455 2.461
H -5.194 -3.823 2.456
H -4.335 -4.441 3.872
H -2.241 -4.558 2.806
H -2.943 -2.916 2.407
H -2.193 -3.629 0.517
C -1.226 -1.587 -4.082
C -0.854 -0.074 -4.025
O -1.932 0.700 -4.605
H -2.109 -1.801 -3.479
H -0.378 -2.172 -3.726
H -1.345 -1.740 -5.155
H 0.043 0.155 -4.600
H -0.637 0.340 -3.040
H -1.871 1.527 -4.122
C -4.780 4.327 2.097
C -3.621 3.237 2.277
O -3.906 2.441 3.416
H -5.743 3.887 1.840
H -4.490 5.065 1.349
H -4.848 4.770 3.091
H -2.663 3.740 2.412
H -3.505 2.583 1.412
H -3.389 1.632 3.412
C 5.261 -3.016 -0.859
C 5.535 -3.034 0.614
O 4.363 -2.621 1.303
H 4.293 -3.465 -1.080
H 6.024 -3.575 -1.401
H 5.196 -1.961 -1.124
H 6.431 -2.478 0.889
H 5.667 -4.031 1.034
H 4.345 -1.669 1.179
C 0.733 -3.098 3.885
C 1.983 -3.867 3.457
O 2.111 -3.662 2.032
H -0.076 -3.503 3.277
H 0.743 -2.060 3.552
H 0.501 -3.125 4.950
H 1.892 -4.928 3.692
H 2.879 -3.395 3.859
H 2.926 -3.180 1.877

=====

23
Properties=species:S:1:pos:R:3 method="wB97M-V/def2-TZVPD" fmax_ha_per_bohr=0.0212 multiplicity=1 total_charge=+1 orbital_gap_ev=8.94 homo_energy_ev=-13.23 smiles="C[C@]1(N)C=CNC(=[NH2+])[C@H]1[N+](=O)[O-]"
C 0.102 0.553 1.616
C -0.195 -0.692 1.962
C -0.862 -1.346 -0.240
C -1.013 0.101 -0.574
C 0.103 0.999 0.174
C 1.458 0.660 -0.464
N -0.542 -1.656 0.997
N -1.099 -2.264 -1.157
N -0.111 2.389 0.081
N -2.347 0.562 -0.073
O -2.665 1.668 -0.407
O -2.948 -0.191 0.652
H 0.403 1.283 2.348
H -0.177 -1.052 2.976
H -0.966 0.306 -1.646
H 1.461 0.934 -1.516
H 1.697 -0.396 -0.370
H 2.229 1.238 0.037
H -0.549 -2.624 1.299
H -1.398 -2.014 -2.088
H -1.069 -3.252 -0.941
H -0.012 2.777 -0.846
H -0.937 2.753 0.535

=====

84
Properties=species:S:1:pos:R:3 method="wB97M-V/def2-TZVPD" fmax_ha_per_bohr=0.0756 multiplicity=1 orbital_gap_ev=1.44 homo_energy_ev=-3.88
N 1.389 -5.116 1.196
H 1.548 -4.330 0.582
H 0.559 -5.617 0.912
H 1.324 -4.764 2.141
H 2.217 -5.687 1.102
N 4.255 -0.024 2.826
H 3.711 -0.377 3.600
H 3.691 -0.213 2.010
H 5.092 -0.583 2.736
H 4.427 0.972 2.824
N -2.632 -3.261 -6.352
H -3.272 -2.809 -6.990
H -1.903 -3.818 -6.773
H -3.046 -3.829 -5.626
H -2.121 -2.509 -5.913
N -2.231 -0.522 -0.690
H -1.291 -0.680 -0.355
H -2.705 -1.396 -0.868
H -1.963 -0.161 -1.594
H -2.760 0.125 -0.122
C -3.790 -9.463 -2.561
C -4.715 -9.708 -3.649
C -5.450 -8.488 -4.263
O -6.138 -8.672 -5.315
C -5.282 -7.174 -3.642
C -4.408 -7.014 -2.630
C -3.599 -8.207 -2.075
O -2.755 -8.109 -1.118
O -4.181 -5.790 -2.278
O -4.940 -10.785 -4.164
H -3.249 -10.317 -2.180
H -5.798 -6.315 -4.046
O 2.062 -0.921 -1.597
C 2.499 -0.822 -2.960
C 1.753 0.068 -4.038
O 0.380 -0.067 -4.286
H 2.408 -1.844 -3.329
H 3.547 -0.529 -3.027
H 2.303 -0.112 -4.961
H 2.031 1.107 -3.861
C 3.728 4.353 0.593
C 5.232 4.282 0.542
N 5.828 3.928 1.844
C 7.278 3.606 1.647
C 7.529 2.235 1.075
C 5.779 5.068 2.843
C 6.082 4.607 4.281
H 3.248 4.732 -0.309
H 3.431 4.951 1.454
H 3.399 3.331 0.784
H 5.498 3.615 -0.278
H 5.656 5.217 0.176
H 7.685 4.400 1.020
H 7.771 3.620 2.619
H 7.366 1.456 1.820
H 6.957 2.050 0.167
H 8.565 2.015 0.817
H 4.803 5.553 2.846
H 6.485 5.854 2.576
H 7.109 4.257 4.392
H 5.415 3.798 4.577
H 5.930 5.464 4.937
C -6.578 1.334 1.573
C -5.891 2.660 1.534
N -4.413 2.542 1.740
C -3.700 3.826 1.482
C -3.804 4.276 0.043
C -4.089 2.122 3.094
C -2.586 1.979 3.465
H -6.742 1.009 2.600
H -6.010 0.566 1.049
H -7.513 1.352 1.013
H -6.035 3.082 0.539
H -6.284 3.335 2.294
H -4.141 4.572 2.143
H -2.630 3.730 1.663
H -4.814 4.657 -0.108
H -3.232 5.158 -0.246
H -3.591 3.533 -0.726
H -4.583 1.159 3.224
H -4.548 2.811 3.802
H -2.546 1.333 4.343
H -2.022 2.890 3.662
H -1.988 1.442 2.729